# 1
Formula: C46H64F30O23
Source: the Open Molecules 2025 dataset
Level of theory: ωB97M-V/def2-TZVPD

Geometry (Å):
C -9.77700 11.47262 10.99645
C -9.25364 10.20992 11.60934
O -10.35388 9.54024 12.19990
C -10.23564 8.29733 12.57198
O -9.36254 7.51369 12.17816
C -11.31002 7.71512 13.56426
F -12.36790 8.52553 13.65003
F -11.72981 6.58615 13.04767
F -10.83105 7.51474 14.74342
H -10.35425 12.08979 11.68492
H -10.38820 11.21349 10.13194
H -8.92453 12.12140 10.79528
H -8.51248 10.32547 12.40018
H -8.90904 9.59392 10.77873
C 2.40510 4.05446 10.09907
C 2.76270 4.87718 8.85066
O 2.67998 6.20802 9.23643
C 1.57582 6.99144 9.07055
O 0.49601 6.56593 8.66026
C 1.80229 8.49500 9.35534
F 3.09509 8.74642 9.60002
F 1.41806 9.27489 8.31243
F 0.97005 8.83614 10.37717
H 2.67373 3.03437 9.82453
H 1.36176 4.15666 10.39760
H 3.04846 4.35483 10.92609
H 2.10664 4.69660 7.99915
H 3.75202 4.65579 8.45022
C 0.54922 9.49623 15.00747
C 1.61992 8.95697 14.06773
O 2.08299 9.76578 13.01833
C 3.00471 10.73283 13.21619
O 3.78612 10.82530 14.19295
C 3.19103 11.78879 12.07108
F 3.11360 13.01703 12.60194
F 4.41245 11.54979 11.54124
F 2.30327 11.60399 11.11609
H 0.22425 8.66703 15.63592
H -0.32046 9.93815 14.52118
H 0.88830 10.32954 15.62287
H 1.36321 8.02857 13.55757
H 2.46126 8.69591 14.70969
C -1.55083 4.56346 10.28064
C -2.17411 5.79051 10.95690
O -2.11948 5.62581 12.35807
C -1.02767 5.75180 13.11184
O 0.06456 6.10689 12.65312
C -1.33033 5.41832 14.60172
F -0.70842 4.25824 14.94998
F -0.89252 6.46982 15.31600
F -2.61217 5.24309 14.70642
H -0.91365 3.97403 10.93994
H -0.88757 4.82293 9.45549
H -2.23799 3.79840 9.91929
H -3.20494 5.87942 10.61398
H -1.58330 6.67173 10.70691
C -2.03407 10.51216 12.34372
C -2.12190 8.99133 12.38912
O -3.52928 8.52198 12.21897
C -4.22175 8.28677 13.34454
O -3.87229 8.49816 14.53449
C -5.64270 7.67030 13.05268
F -6.38069 8.47289 12.37948
F -5.51842 6.54057 12.31536
F -6.40134 7.33695 14.15354
H -1.04540 10.91030 12.57204
H -2.73462 10.87067 13.09792
H -2.43853 10.82380 11.38070
H -1.70192 8.55775 13.29671
H -1.52729 8.68505 11.52846
C -7.92354 6.79126 18.82349
C -7.95054 8.34202 18.85709
O -8.16804 8.84595 17.49377
C -8.64999 10.14729 17.36654
O -8.83643 10.95704 18.25397
C -8.83838 10.45559 15.82145
F -8.35509 11.60365 15.46681
F -8.22693 9.48193 15.08165
F -10.17214 10.38732 15.55004
H -7.31657 6.27386 18.08053
H -8.91790 6.35006 18.75486
H -7.54576 6.41994 19.77612
H -7.05572 8.77528 19.30397
H -8.75366 8.71474 19.49286
C -8.44707 4.67312 14.78709
C -7.81139 4.18427 13.56744
O -8.85853 3.64755 12.80324
C -9.24953 2.28494 13.03019
O -8.61192 1.45921 13.74583
C -10.66391 1.95697 12.45763
F -10.54177 0.96974 11.51503
F -11.44878 1.59545 13.45305
F -11.20589 2.98801 11.79894
H -9.20228 5.42169 14.54749
H -7.67038 5.05918 15.44726
H -8.94530 3.88443 15.35085
H -7.04011 3.44560 13.78566
H -7.38860 5.05624 13.06842
C -5.40967 12.90192 13.56673
C -6.13261 13.90845 12.69442
O -6.86177 14.81445 13.56137
C -8.12500 14.52105 13.96745
O -8.80679 13.58147 13.53733
C -8.62342 15.44268 15.07486
F -9.64898 16.12789 14.54001
F -8.96290 14.68370 16.10904
F -7.69647 16.32896 15.44175
H -4.83181 13.46492 14.29967
H -4.81105 12.24364 12.93711
H -6.08919 12.39709 14.25339
H -6.77527 13.42228 11.96044
H -5.50181 14.57399 12.10515
C -2.30476 11.92412 16.63424
C -3.09568 11.80223 17.94710
O -4.31841 12.39935 17.71317
C -4.97034 13.06839 18.69436
O -4.60376 13.09425 19.86054
C -6.24032 13.84687 18.21750
F -6.54578 14.87975 19.06573
F -6.04551 14.37724 16.99261
F -7.23776 12.98124 18.17247
H -1.24460 11.75051 16.81870
H -2.52639 12.83277 16.07447
H -2.71050 11.18514 15.94332
H -2.56928 12.29171 18.76648
H -3.19375 10.75355 18.22774
C -0.99834 12.46409 8.53709
C -1.11635 13.91957 8.99392
O -1.56582 14.17830 10.30636
C -0.70906 14.43297 11.34632
O 0.49103 14.47060 11.19894
C -1.41099 14.75325 12.73224
F -2.71141 14.50440 12.68060
F -0.90031 14.02617 13.72615
F -1.20860 16.03365 12.98270
H -0.06274 12.04098 8.90282
H -0.90328 12.40225 7.45302
H -1.87561 11.85457 8.75382
H -1.90424 14.39087 8.40639
H -0.16503 14.39784 8.76082
C -6.09081 15.03341 3.63573
O -6.03956 13.72756 4.28179
C -6.56684 13.72765 5.59310
C -6.37818 12.24603 6.10222
O -6.24141 12.20157 7.53677
C -4.93396 12.54256 7.90455
C -4.82145 12.69960 9.40000
O -4.67303 11.43439 10.11516
C -5.71794 10.47632 9.98330
H -5.61395 15.06800 2.65619
H -5.62647 15.81375 4.23869
H -7.12323 15.32496 3.44287
H -7.62110 13.97980 5.47883
H -6.16245 14.59125 6.12108
H -5.51551 11.79496 5.61187
H -7.26220 11.65194 5.87053
H -4.58707 13.42349 7.36442
H -4.16142 11.79265 7.73458
H -5.56125 13.36788 9.84069
H -3.88909 13.20612 9.64949
H -5.84707 10.20000 8.93685
H -6.61129 10.91359 10.42921
H -5.38751 9.55081 10.45484

Calculated values
* gap between HOMO and LUMO: 0.387 Eh
* maximum force: 0.107 hartree/bohr
* SMILES string: CCOC(=O)C(F)(F)F.CCOC(=O)C(F)(F)F.CCOC(=O)C(F)(F)F.CCOC(=O)C(F)(F)F.CCOC(=O)C(F)(F)F.CCOC(=O)C(F)(F)F.CCOC(=O)C(F)(F)F.CCOC(=O)C(F)(F)F.CCOC(=O)C(F)(F)F.CCOC(=O)C(F)(F)F.COCCOCCOC

---

# 2
Formula: C46H64N2O4PSSr
Source: the Open Molecules 2025 dataset
Level of theory: ωB97M-V/def2-TZVPD

Geometry (Å):
Sr 0.14460 -0.62385 -0.33226
C 4.36815 0.99717 -2.31811
C 3.47867 1.66651 -1.24544
C 3.32634 3.15680 -1.45736
C 3.97734 1.41136 0.25778
C 5.31449 1.50640 0.51394
C 5.81807 1.30102 1.83791
C 4.94521 0.82761 2.77358
C 3.57137 0.55289 2.53259
C 2.84535 -0.49638 3.38693
C 2.95100 -1.84904 2.76841
C 1.42325 -0.01101 3.88096
C 3.07533 1.01494 1.32044
N 1.64996 1.02058 1.02697
C 0.84645 1.93287 1.48317
C -0.63076 1.83312 1.45656
N -1.37176 1.02659 0.66595
C -2.74189 1.19998 0.35890
C -3.57995 0.06984 0.52660
C -4.70045 -0.10534 -0.36302
C -5.10632 0.87594 -1.25103
C -4.53280 2.14232 -1.07344
C -3.35605 2.29256 -0.32492
C -2.80710 3.74130 -0.23428
C -2.09053 4.21662 -1.53627
C -4.00795 4.71574 0.08139
C -3.58701 -1.00636 1.60050
C -5.03463 -1.20230 2.05266
C -2.63664 -0.90204 2.75726
C -1.18756 2.53799 2.62259
C -2.44608 2.65722 3.30605
C -2.51798 3.58176 4.37087
C -1.45890 4.38900 4.71735
C -0.24033 4.24446 4.12823
C 0.96414 4.85070 4.56943
C 2.19355 4.53267 4.02948
C 2.33626 3.58432 2.94510
C 1.09380 3.04131 2.48092
C -0.12326 3.33152 3.09485
H 3.77639 0.77288 -3.22548
H 4.85091 0.05967 -1.93346
H 5.06871 1.73926 -2.66640
H 2.44803 1.17382 -1.28691
H 4.33638 3.62396 -1.47978
H 2.81540 3.58629 -0.54420
H 2.74288 3.34805 -2.35341
H 6.02571 1.68237 -0.32716
H 6.73894 1.73362 2.13046
H 5.25424 0.70272 3.79119
H 3.45798 -0.51936 4.38635
H 3.53977 -2.54699 3.44230
H 3.54459 -1.86663 1.83067
H 1.96745 -2.26828 2.55050
H 0.75351 0.29874 3.09577
H 1.55574 0.94736 4.46716
H 0.90124 -0.76128 4.49472
H -5.34592 -0.96661 -0.17471
H -5.96428 0.74633 -1.92105
H -5.04460 3.02128 -1.46447
H -2.04397 3.80030 0.49451
H -2.79446 4.04504 -2.34213
H -1.26037 3.54566 -1.85903
H -1.69242 5.26543 -1.48642
H -4.33917 5.20363 -0.84702
H -3.84349 5.42991 0.87155
H -4.84301 4.15850 0.50150
H -3.34144 -1.94911 1.06794
H -5.46259 -0.21071 2.00516
H -5.13924 -1.55906 3.10684
H -5.65247 -1.90058 1.42715
H -2.81805 -0.00416 3.40243
H -1.61805 -0.91794 2.47018
H -2.84048 -1.79768 3.40270
H -3.29789 2.03563 3.00293
H -3.46614 3.72859 4.86683
H -1.68071 5.18302 5.39992
H 0.95748 5.60860 5.30339
H 3.02913 5.13915 4.33742
H 3.38221 3.39039 2.59893
H 0.04430 1.13831 -1.96337
O 0.97458 -2.84925 -0.28573
S 1.71675 -4.08774 0.13098
C 1.00631 -5.49522 -0.81837
C 0.16957 -6.48115 0.06861
C 0.45384 -6.11579 1.53448
C 0.95749 -4.65054 1.74176
H 1.86697 -6.05993 -1.21678
H 0.33188 -5.07995 -1.57714
H 0.41959 -7.50652 -0.16505
H -0.88296 -6.46849 -0.13486
H 1.25703 -6.74220 1.91812
H -0.39472 -6.39667 2.19052
H 1.74307 -4.71737 2.54734
H 0.15115 -4.02760 2.06833
C -3.95438 -3.54646 -4.42694
C -2.84060 -2.52088 -4.38905
O -1.50823 -3.05258 -4.85513
P -0.31514 -3.17577 -3.69135
O -0.34034 -1.61656 -3.01434
C 0.41533 -0.42750 -3.47327
C -0.05418 0.22917 -4.81240
O 1.00103 -2.90171 -4.64660
C 2.05126 -3.78618 -5.09274
C 3.31015 -2.96899 -5.43852
H -4.91727 -3.03560 -4.40496
H -3.91330 -4.35307 -3.61448
H -3.89045 -3.97095 -5.44910
H -2.76565 -2.12669 -3.37935
H -3.06665 -1.69448 -5.06291
H 1.49377 -0.72882 -3.49628
H 0.23317 0.34184 -2.53782
H 0.80198 0.65820 -5.25032
H -0.84668 0.98388 -4.66228
H -0.46040 -0.56913 -5.46567
H 1.73094 -4.32198 -6.06609
H 2.25177 -4.49878 -4.25398
H 3.13875 -2.14641 -6.15871
H 4.17471 -3.54795 -5.79042
H 3.63223 -2.44112 -4.55421

Calculated values
* gap between HOMO and LUMO (spin up / spin down): 0.116 / 0.114 Eh
* maximum force: 0.095 hartree/bohr
* total charge: -1

---

# 3
Formula: C46H65BiN4P3
Source: the Open Molecules 2025 dataset
Level of theory: ωB97M-V/def2-TZVPD

Geometry (Å):
Bi -0.68475 -0.72236 0.51234
N 1.01366 -1.42639 2.45068
C 0.62543 -2.68601 3.10103
C -0.87897 -2.72210 3.25422
N -1.57573 -2.71307 1.94298
C -3.01587 -2.47774 2.17478
C -3.74364 -2.12877 0.89337
N -3.13538 -0.93812 0.26528
C -1.37420 -4.00389 1.22143
C -0.49113 -3.88536 -0.00675
N -0.98794 -2.83598 -0.92337
H 1.93929 -1.49928 2.03813
H 1.06956 -0.67600 3.13882
H 1.08782 -2.79990 4.08384
H 0.98128 -3.51897 2.49325
H -1.20102 -1.83443 3.80566
H -1.18986 -3.59731 3.83329
H -3.10489 -1.65746 2.88926
H -3.47997 -3.35579 2.63581
H -4.80091 -1.95867 1.10442
H -3.70207 -2.94975 0.17847
H -3.51386 -0.09553 0.69114
H -3.40315 -0.87353 -0.71713
H -2.34614 -4.40926 0.93738
H -0.93228 -4.73631 1.90025
H -0.42919 -4.85793 -0.49958
H 0.52509 -3.60594 0.28197
H -1.89254 -3.09077 -1.31173
H -0.35315 -2.75331 -1.71632
C -2.53941 2.63580 0.04927
C -1.50103 2.90507 1.13794
P -1.42106 1.46127 2.26770
C -2.85268 1.68581 3.34830
C -2.81461 2.77877 4.22209
C -3.90437 3.06600 5.02550
C -5.04363 2.27234 4.96483
C -5.09154 1.18888 4.10152
C -3.99851 0.89565 3.29850
C 0.03996 1.63459 3.31103
C 0.03965 1.07348 4.59046
C 1.19461 1.09626 5.35802
C 2.35209 1.68295 4.85951
C 2.35410 2.24704 3.59143
C 1.20567 2.21556 2.81161
P -1.80113 1.49502 -1.19711
C -0.78571 2.59070 -2.19720
C -1.38913 3.37915 -3.18104
C -0.62680 4.28203 -3.89983
C 0.73258 4.41036 -3.63419
C 1.33298 3.63213 -2.65635
C 0.57472 2.71573 -1.94235
C -3.14549 0.92444 -2.26140
C -2.80141 0.17873 -3.39194
C -3.78870 -0.33254 -4.21788
C -5.12858 -0.11157 -3.92184
C -5.47974 0.62734 -2.80114
C -4.49359 1.14236 -1.96901
H -2.80713 3.56194 -0.46490
H -3.45827 2.23600 0.48685
H -1.77502 3.77405 1.74089
H -0.52260 3.11014 0.69721
H -1.93247 3.40573 4.28031
H -3.86537 3.90955 5.70093
H -5.89345 2.50089 5.59352
H -5.97803 0.57093 4.05562
H -4.06025 0.03417 2.64648
H -0.86854 0.64884 5.00297
H 1.18494 0.67925 6.35627
H 3.24555 1.71623 5.46831
H 3.24741 2.72391 3.21117
H 1.22889 2.67082 1.82848
H -2.44778 3.28400 -3.39317
H -1.08977 4.88987 -4.66516
H 1.32388 5.12110 -4.19594
H 2.39171 3.73286 -2.46096
H 1.04830 2.07794 -1.20589
H -1.75720 0.02811 -3.64141
H -3.51507 -0.89345 -5.10166
H -5.89770 -0.50396 -4.57314
H -6.52135 0.82240 -2.58452
H -4.79218 1.74257 -1.11880
C 4.58760 -2.58353 -2.55398
C 3.40733 -2.56857 -1.57531
C 3.78239 -3.29178 -0.27973
C 2.26750 -3.34068 -2.25233
P 2.73059 -0.85744 -1.16760
C 2.50946 -0.14402 -2.83275
C 3.53711 0.41236 -3.59794
C 3.29594 0.88722 -4.87802
C 2.02680 0.78925 -5.43126
C 0.99929 0.22079 -4.69504
C 1.24076 -0.22845 -3.40570
C 4.06015 0.14488 -0.26012
C 3.91321 -0.16140 1.23626
C 5.52632 -0.10563 -0.63383
C 3.75302 1.63750 -0.42987
H 4.85614 -3.62314 -2.75424
H 5.47540 -2.08892 -2.17403
H 4.31883 -2.13046 -3.50779
H 4.00731 -4.33814 -0.49625
H 2.95762 -3.27654 0.44427
H 4.66340 -2.86684 0.19836
H 2.64272 -4.30560 -2.59835
H 1.87083 -2.81584 -3.12323
H 1.46078 -3.54964 -1.54899
H 4.54078 0.47176 -3.20512
H 4.10599 1.31702 -5.45198
H 1.84370 1.14499 -6.43622
H 0.01271 0.13529 -5.13241
H 0.42147 -0.65004 -2.82513
H 4.09978 -1.21086 1.47410
H 2.92506 0.13367 1.59438
H 4.64531 0.42516 1.79619
H 5.84188 -1.12382 -0.41538
H 6.14793 0.55744 -0.02762
H 5.75456 0.10711 -1.67484
H 2.77783 1.89502 -0.00747
H 3.77586 1.95893 -1.46784
H 4.50347 2.21564 0.11401

Calculated values
* gap between HOMO and LUMO: 0.262 Eh
* maximum force: 0.003 hartree/bohr
* total charge: +3